A molecular structure, C24H24F6FeN3O3S at a distorted geometry. Source: the OMol25 dataset; level of theory: the ωB97M-V functional and the def2-TZVPD basis.

Structure (XYZ):
```
62
C24H24F6FeN3O3S the ωB97M-V functional and the def2-TZVPD basis
O -2.753 2.095 1.826
C -2.308 1.154 1.365
Fe -1.534 -0.363 0.620
C -2.894 -0.458 -0.647
O -3.700 -0.536 -1.447
C -2.356 -1.641 1.678
O -2.806 -2.455 2.334
C 0.168 -0.178 2.003
C 0.417 -1.670 2.096
C 0.666 -2.351 0.758
C -0.380 -2.043 -0.287
C -0.359 -0.863 -1.021
C 0.132 0.383 -0.496
C 0.284 0.683 0.907
H 0.078 0.317 2.975
H 1.270 -1.850 2.764
H -0.436 -2.146 2.596
H 1.636 -2.027 0.368
H 0.761 -3.436 0.894
H -0.973 -2.873 -0.673
H -0.829 -0.848 -2.015
H 0.248 1.211 -1.203
H 0.397 1.748 1.135
F -9.509 -5.701 -6.634
C -8.236 -5.847 -7.054
F -7.939 -7.153 -7.205
F -8.053 -5.189 -8.217
C -7.308 -5.253 -6.013
C -6.339 -6.036 -5.430
C -5.449 -5.507 -4.501
N -4.433 -6.330 -3.966
C -3.283 -6.053 -3.268
S -2.817 -4.510 -2.861
N -2.511 -7.107 -2.903
C -1.317 -7.012 -2.064
C -1.683 -6.760 -0.604
C -2.305 -7.999 0.072
C -1.696 -8.065 1.491
C -0.686 -6.905 1.578
N -0.495 -6.393 0.209
C -5.585 -4.168 -4.155
C -6.553 -3.382 -4.735
C -6.634 -1.912 -4.382
F -7.897 -1.482 -4.579
F -6.284 -1.761 -3.090
F -5.782 -1.236 -5.179
C -7.414 -3.921 -5.670
H -6.268 -7.067 -5.724
H -4.548 -7.322 -4.171
H -2.816 -8.062 -3.091
H -0.712 -7.919 -2.151
H -0.694 -6.197 -2.445
H -2.398 -5.924 -0.563
H -3.399 -7.944 0.091
H -2.051 -8.894 -0.505
H -2.467 -7.977 2.266
H -1.198 -9.028 1.661
H -1.058 -6.106 2.229
H 0.279 -7.232 1.980
H -0.329 -5.383 0.185
H -4.936 -3.722 -3.427
H -8.167 -3.299 -6.130
```

2S+1 = 5
Total charge = -1
Gap between HOMO and LUMO (spin up / spin down) = 2.4922 / 5.4368 eV
E_tot = -97414.75825 eV
⟨S²⟩ = 6.17
LUMO level (spin up / spin down) = 2.308 / 0.960 eV
HOMO energy (spin up / spin down) = -0.0068 / -0.1645 Ha

Löwdin population analysis, charges in e, atoms 1 to 2: O 0.16; C -0.10


C24H24FN5O2 in the gas phase at a distorted geometry. Source: the OMol25 dataset; level of theory: the ωB97M-V functional and the def2-TZVPD basis.

Structure (XYZ):
```
56
C24H24FN5O2 the ωB97M-V functional and the def2-TZVPD basis
C 1.921 0.939 -3.244
N 0.713 0.570 -2.541
C -0.503 0.604 -3.191
O -0.586 0.936 -4.356
N -1.617 0.241 -2.452
C -2.900 0.255 -3.139
C -3.424 -1.133 -3.386
C -2.584 -2.216 -3.601
C -3.095 -3.483 -3.821
C -4.464 -3.691 -3.835
C -5.324 -2.626 -3.633
C -4.793 -1.370 -3.413
F -5.643 -0.335 -3.228
C -1.662 -0.180 -1.110
O -2.713 -0.502 -0.584
C -0.367 -0.162 -0.530
C 0.771 0.189 -1.236
N 1.880 0.093 -0.470
C 1.430 -0.318 0.714
N 0.087 -0.488 0.740
C -0.667 -0.919 1.884
C 0.274 -1.723 2.774
C 1.540 -0.908 3.037
N 2.202 -0.598 1.784
C 3.567 -0.119 1.792
C 3.669 1.416 1.698
C 2.785 2.077 2.714
C 3.188 2.198 4.038
C 2.342 2.745 4.986
C 1.077 3.175 4.622
C 0.667 3.066 3.304
C 1.518 2.523 2.356
H 1.685 1.010 -4.303
H 2.287 1.900 -2.882
H 2.683 0.181 -3.065
H -3.615 0.807 -2.523
H -2.751 0.778 -4.089
H -1.515 -2.062 -3.596
H -2.422 -4.311 -3.984
H -4.863 -4.679 -4.004
H -6.395 -2.754 -3.640
H -1.520 -1.508 1.540
H -1.053 -0.044 2.423
H -0.212 -1.964 3.718
H 0.544 -2.653 2.271
H 2.238 -1.487 3.647
H 1.284 0.008 3.586
H 4.083 -0.556 0.933
H 4.033 -0.476 2.712
H 4.712 1.698 1.851
H 3.367 1.710 0.693
H 4.174 1.862 4.327
H 2.669 2.836 6.012
H 0.414 3.598 5.362
H -0.316 3.406 3.012
H 1.198 2.444 1.327
```

Energy relative to the best compared isomer or geometry (same formula, charge and spin) = 0.000 eV
2S+1 = 1
Total charge = 0
Gap between HOMO and LUMO = 8.2332 eV
E_tot = -39543.14581 eV
LUMO level = 0.621 eV
HOMO energy = -0.2798 Ha
SMILES string = Cn1c(=O)n(Cc2ccccc2F)c(=O)c2c1nc1n2CCCN1CCc1ccccc1

Löwdin population analysis, charges in e, atoms 1 to 2: C 0.00; N 0.01


A molecular structure, C24H24N6V at a distorted geometry. Source: the OMol25 dataset; level of theory: the ωB97M-V functional and the def2-TZVPD basis.

Structure (XYZ):
```
55
C24H24N6V the ωB97M-V functional and the def2-TZVPD basis
V -0.588 0.043 0.307
C -2.689 0.803 -2.165
N -1.675 1.688 -1.611
C -0.532 1.973 -2.465
C 0.636 1.111 -2.128
N 0.759 0.367 -1.048
C 2.046 -0.157 -1.077
C 2.688 -1.006 -0.183
C 3.983 -1.387 -0.485
C 4.634 -0.917 -1.629
C 4.012 -0.057 -2.518
C 2.706 0.308 -2.224
N 1.786 1.108 -2.870
C -2.310 -0.620 -1.994
N -1.659 -1.084 -0.944
C -1.660 -2.470 -1.071
C -1.106 -3.447 -0.251
C -1.268 -4.768 -0.634
C -1.971 -5.114 -1.791
C -2.535 -4.153 -2.613
C -2.361 -2.829 -2.236
N -2.766 -1.637 -2.797
H -3.614 0.981 -1.602
H -2.900 1.006 -3.226
H -2.103 2.547 -1.302
H -0.776 1.866 -3.533
H -0.236 3.015 -2.305
H 2.176 -1.329 0.715
H 4.510 -2.058 0.180
H 5.656 -1.219 -1.817
H 4.524 0.318 -3.395
H 1.967 1.685 -3.671
H -0.574 -3.169 0.649
H -0.846 -5.553 -0.021
H -2.082 -6.159 -2.051
H -3.088 -4.421 -3.504
H -3.347 -1.534 -3.609
C -0.354 -0.520 4.161
C -0.155 0.966 4.096
C -0.103 1.752 5.234
C 0.081 3.126 5.156
C 0.253 3.720 3.913
C 0.217 2.969 2.751
C 0.407 3.582 1.393
C -0.031 1.574 2.818
N -0.167 0.854 1.673
H -0.387 -0.874 5.193
H 0.457 -1.030 3.638
H -1.281 -0.802 3.655
H -0.209 1.282 6.207
H 0.096 3.730 6.054
H 0.422 4.791 3.855
H 0.559 4.660 1.457
H -0.466 3.368 0.767
H 1.267 3.122 0.897
```

2S+1 = 2
Total charge = 0
Gap between HOMO and LUMO (spin up / spin down) = 4.7580 / 4.3144 eV
E_tot = -59904.61184 eV
⟨S²⟩ = 0.82
LUMO level (spin up / spin down) = 0.076 / 0.092 eV
HOMO energy (spin up / spin down) = -0.1721 / -0.1552 Ha

Löwdin population analysis, charges in e, atoms 1 to 2: V 0.74; C -0.15


5 unconnected molecules or ions with the total composition C24H24O14 at a distorted geometry. Source: the OMol25 dataset; level of theory: the ωB97M-V functional and the def2-TZVPD basis.

Structure (XYZ):
```
62
C24H24O14 the ωB97M-V functional and the def2-TZVPD basis
O 5.277 36.385 2.453
C 5.021 35.942 3.575
C 5.280 36.757 4.725
C 4.824 36.312 6.178
O 4.954 36.987 7.278
C 4.269 34.915 6.351
O 3.830 34.463 7.396
C 4.183 34.040 5.174
C 4.525 34.633 3.728
O 4.443 33.775 2.649
H 5.548 37.770 4.682
H 4.826 37.983 6.945
H 3.778 33.141 5.185
H 4.814 34.162 1.927
O -1.035 37.588 8.328
C -0.420 37.613 9.401
C 0.463 36.645 9.931
C 1.228 36.763 11.125
O 2.137 35.799 11.611
C 1.257 38.006 11.929
O 1.832 38.212 12.955
C 0.256 38.940 11.544
C -0.538 38.773 10.258
O -1.575 39.738 9.892
H 0.605 35.713 9.352
H 1.820 35.067 11.214
H -0.003 39.864 12.012
H -2.020 39.385 9.071
O 2.418 29.186 8.258
C 2.559 30.014 9.200
C 2.928 31.332 8.924
C 2.459 32.368 9.957
O 2.279 33.702 9.653
C 2.131 32.003 11.354
O 2.045 32.865 12.149
C 2.151 30.604 11.553
C 2.267 29.571 10.560
O 2.256 28.237 10.720
H 3.067 31.778 7.805
H 2.301 33.885 8.802
H 2.122 30.446 12.757
H 2.332 27.744 9.949
C 0.377 24.363 10.584
C 0.817 24.877 9.252
C -0.049 24.615 8.082
O 1.960 25.436 9.165
H -0.601 24.681 10.837
H 1.089 24.336 11.449
H 0.265 23.359 10.775
H 0.447 24.798 7.177
H -0.951 25.181 8.250
H -0.382 23.373 8.207
C 4.496 29.130 15.999
C 3.240 29.840 16.274
C 3.221 31.411 16.210
O 2.177 29.240 16.665
H 5.011 29.311 16.957
H 5.000 29.262 15.115
H 4.156 28.045 15.873
H 3.020 31.701 15.099
H 4.157 31.853 16.284
H 2.712 31.859 16.992
```

Energy relative to the best compared isomer or geometry (same formula, charge and spin) = 0.863 eV
2S+1 = 1
Total charge = 0
Gap between HOMO and LUMO = 6.5206 eV
E_tot = -53929.09642 eV
LUMO level = -2.673 eV
HOMO energy = -0.3379 Ha
SMILES string = O=C1C=C(O)C(=O)C=C1O.O=C1C=C(O)C(=O)C=C1O.O=C1C=C(O)C(=O)C=C1O.CC(C)=O.CC(C)=O

Löwdin population analysis, charges in e, atoms 1 to 2: O 0.10; C -0.43


> What is the 2S+1 in the fourth record?

1


What did the fourth record say?
5 unconnected molecules or ions with the total composition C24H24O14 at a distorted geometry. Source: the OMol25 dataset; level of theory: the ωB97M-V functional and the def2-TZVPD basis.

Structure (XYZ):
```
62
C24H24O14 the ωB97M-V functional and the def2-TZVPD basis
O 5.277 36.385 2.453
C 5.021 35.942 3.575
C 5.280 36.757 4.725
C 4.824 36.312 6.178
O 4.954 36.987 7.278
C 4.269 34.915 6.351
O 3.830 34.463 7.396
C 4.183 34.040 5.174
C 4.525 34.633 3.728
O 4.443 33.775 2.649
H 5.548 37.770 4.682
H 4.826 37.983 6.945
H 3.778 33.141 5.185
H 4.814 34.162 1.927
O -1.035 37.588 8.328
C -0.420 37.613 9.401
C 0.463 36.645 9.931
C 1.228 36.763 11.125
O 2.137 35.799 11.611
C 1.257 38.006 11.929
O 1.832 38.212 12.955
C 0.256 38.940 11.544
C -0.538 38.773 10.258
O -1.575 39.738 9.892
H 0.605 35.713 9.352
H 1.820 35.067 11.214
H -0.003 39.864 12.012
H -2.020 39.385 9.071
O 2.418 29.186 8.258
C 2.559 30.014 9.200
C 2.928 31.332 8.924
C 2.459 32.368 9.957
O 2.279 33.702 9.653
C 2.131 32.003 11.354
O 2.045 32.865 12.149
C 2.151 30.604 11.553
C 2.267 29.571 10.560
O 2.256 28.237 10.720
H 3.067 31.778 7.805
H 2.301 33.885 8.802
H 2.122 30.446 12.757
H 2.332 27.744 9.949
C 0.377 24.363 10.584
C 0.817 24.877 9.252
C -0.049 24.615 8.082
O 1.960 25.436 9.165
H -0.601 24.681 10.837
H 1.089 24.336 11.449
H 0.265 23.359 10.775
H 0.447 24.798 7.177
H -0.951 25.181 8.250
H -0.382 23.373 8.207
C 4.496 29.130 15.999
C 3.240 29.840 16.274
C 3.221 31.411 16.210
O 2.177 29.240 16.665
H 5.011 29.311 16.957
H 5.000 29.262 15.115
H 4.156 28.045 15.873
H 3.020 31.701 15.099
H 4.157 31.853 16.284
H 2.712 31.859 16.992
```

Energy relative to the best compared isomer or geometry (same formula, charge and spin) = 0.863 eV
2S+1 = 1
Total charge = 0
Gap between HOMO and LUMO = 6.5206 eV
E_tot = -53929.09642 eV
LUMO level = -2.673 eV
HOMO energy = -0.3379 Ha
SMILES string = O=C1C=C(O)C(=O)C=C1O.O=C1C=C(O)C(=O)C=C1O.O=C1C=C(O)C(=O)C=C1O.CC(C)=O.CC(C)=O

Löwdin population analysis, charges in e, atoms 1 to 2: O 0.10; C -0.43


> Number 4 is which compound?

C24H24O14